1.
This record from the OMol25 dataset describes a structure of composition C45H40FeN14OS2Se at a distorted geometry. The level of theory is ωB97M-V/def2-TZVPD.

Properties
**ΔE to the lowest compared entry with this formula, charge and spin**: 129.6 kJ/mol
**2S+1**: 5
**E_tot**: -7041.80964 Eh
**Charge**: +2
**<S²>**: 6.009
**HOMO level (alpha / beta)**: -11.38 / -11.38 eV

CARTESIAN COORDINATES (ANGSTROEM)
1 Se -1.214 -2.282 -2.019
2 Fe -0.715 2.284 1.102
3 S -1.995 4.343 5.170
4 S -5.588 2.216 0.422
5 O 2.379 -3.276 1.066
6 N -3.099 2.495 0.830
7 N -0.473 3.676 -0.544
8 N 3.318 1.683 2.541
9 N 1.459 2.438 1.725
10 N 3.551 -3.683 -0.765
11 N -1.226 0.500 2.103
12 N 3.669 2.676 1.703
13 N 0.541 1.102 -0.571
14 N 2.362 -4.397 -0.788
15 N -0.936 -3.824 -4.405
16 N -2.007 -1.467 2.554
17 N -1.516 3.671 2.797
18 N -2.065 -0.755 3.709
19 N -2.977 -3.281 -3.946
20 C 2.049 0.254 -2.683
21 C 6.607 -1.009 0.869
22 C -3.761 2.977 1.929
23 C -1.506 -0.672 1.612
24 C 1.680 2.341 -3.906
25 C 1.421 1.474 -2.786
26 C 2.551 3.086 1.201
27 C 4.386 0.919 3.212
28 C 0.184 5.382 -2.529
29 C -2.900 3.461 3.047
30 C -3.945 2.064 -0.086
31 C -0.380 -5.465 -0.113
32 C -3.577 1.459 -1.395
33 C -0.401 -3.600 1.409
34 C 3.540 -3.042 0.328
35 C -3.347 3.741 4.260
36 C -0.399 5.854 -1.408
37 C -0.929 4.195 3.837
38 C 0.734 1.864 -1.668
39 C 6.132 -0.048 1.770
40 C 1.972 -0.533 -1.536
41 C -1.561 0.408 3.430
42 C -1.708 -3.213 -3.499
43 C 1.693 -4.156 0.255
44 C 1.138 -0.085 -0.516
45 C -5.096 2.928 1.871
46 C -1.741 -4.343 -5.397
47 C 0.233 3.208 -1.596
48 C 0.519 -4.048 -4.220
49 C 0.280 -4.452 0.550
50 C -1.725 -5.610 0.051
51 C 1.175 3.608 -3.852
52 C -2.438 -4.770 0.923
53 C 5.805 -2.025 0.446
54 C 1.990 1.594 2.600
55 C 0.471 4.032 -2.686
56 C 4.453 -2.024 0.854
57 C -2.519 -2.849 2.476
58 C 4.843 -0.109 2.247
59 C -4.151 -2.745 -3.308
60 C -0.825 4.934 -0.417
61 C -3.006 -3.947 -5.174
62 C 3.997 -1.116 1.790
63 C 0.430 4.695 3.847
64 C -1.775 -3.761 1.596
65 H -1.338 5.208 0.489
66 H -4.825 -3.582 -3.054
67 H -0.496 6.909 -1.256
68 H 0.971 -3.069 -4.309
69 H -3.563 -2.757 2.191
70 H -3.766 -2.342 -2.390
71 H 2.288 1.847 -4.724
72 H 0.502 6.026 -3.336
73 H -1.555 1.255 4.102
74 H -1.350 -4.878 -6.288
75 H 0.770 4.772 4.845
76 H -1.452 -1.025 0.582
77 H 3.019 -1.127 2.252
78 H 3.926 0.462 4.041
79 H 0.121 -2.799 1.863
80 H -3.075 0.511 -1.210
81 H -4.495 1.225 -1.958
82 H -3.476 -4.880 1.036
83 H 2.349 -1.513 -1.576
84 H 2.543 -0.094 -3.579
85 H 0.207 -6.152 -0.741
86 H 2.473 3.890 0.508
87 H -5.768 3.341 2.631
88 H 1.036 3.959 3.270
89 H -2.251 -6.445 -0.424
90 H -4.663 -2.028 -3.950
91 H 1.257 4.330 -4.659
92 H -3.956 -4.080 -5.727
93 H 5.266 1.480 3.563
94 H 6.757 0.749 2.148
95 H 0.862 -4.784 -4.955
96 H -4.350 3.801 4.706
97 H 0.940 -0.599 0.385
98 H 0.667 -4.421 -3.278
99 H 7.647 -0.980 0.628
100 H -2.962 2.173 -1.957
101 H 6.154 -2.734 -0.229
102 H 0.539 5.632 3.324
103 H -2.482 -3.188 3.510
104 H 1.462 0.935 3.206

Atom charges from the Mulliken analysis, given in e for atoms 1 to 99: Se -0.443; Fe 0.714; S -0.150; S -0.177; O -0.309; N 0.640; N 1.112; N 0.907; N 0.287; N -0.482; N 0.953; N -1.059; N 1.407; N -0.213; N 0.178; N 0.988; N 0.551; N -1.288; N 0.274; C -1.073; C -0.745; C -0.459; C -0.938; C -1.039; C 1.435; C -0.657; C -1.351; C -0.694; C -0.418; C 0.103; C -0.810; C -0.698; C -0.256; C 0.355; C -0.365; C -1.192; C 0.262; C -0.916; C -0.755; C -1.348; C -0.853; C 0.070; C 0.284; C -0.922; C -0.424; C -0.547; C -0.654; C -0.758; C 0.361; C -0.692; C -0.841; C -1.145; C -1.266; C -0.661; C 1.343; C 0.072; C -1.021; C 0.707; C -0.765; C -0.454; C -0.377; C 0.390; C -1.086; C 0.812; H 0.486; H 0.315; H 0.493; H 0.257; H 0.428; H 0.079; H 0.378; H 0.464; H 0.493; H 0.407; H 0.484; H 0.815; H 0.555; H 0.288; H 1.040; H 0.061; H 0.521; H 0.588; H 0.736; H 0.390; H 0.500; H 0.618; H 0.405; H 0.105; H 0.436; H 0.332; H 0.418; H 0.431; H 0.522; H 0.389; H 0.312; H 0.447; H 1.079; H 0.281; H 0.429

***

2.
This record from the OMol25 dataset describes the molecule C4H7F2N at a distorted geometry. The level of theory is ωB97M-V/def2-TZVPD.

Properties
**SMILES**: C=C(C)C(N)(F)F
**ΔE to the lowest compared entry with this formula, charge and spin**: 23.0 kJ/mol
**2S+1**: 1
**E_tot**: -411.06543 Eh
**Charge**: 0
**HOMO level**: -9.81 eV

CARTESIAN COORDINATES (ANGSTROEM)
1 F -1.408 1.333 0.676
2 F -1.691 -0.848 0.272
3 N -1.177 0.467 -1.457
4 C -0.989 0.245 -0.094
5 C 1.215 0.449 1.261
6 C 0.457 -0.251 0.181
7 C 0.803 -1.273 -0.481
8 H -1.111 1.458 -1.699
9 H 1.709 -1.849 -0.308
10 H 1.892 -0.303 1.803
11 H 0.095 -1.662 -1.261
12 H 0.621 0.832 2.010
13 H 1.689 1.243 0.862
14 H -2.105 0.159 -1.764

The net atomic charges from natural (NBO), expressed in e, are: F -0.360; F -0.338; N -0.868; C 0.782; C -0.633; C -0.056; C -0.367; H 0.386; H 0.204; H 0.213; H 0.214; H 0.224; H 0.217; H 0.382

***

Which of these has the highest ΔE to the lowest compared entry with this formula, charge and spin? C45H40FeN14OS2Se

***

Which of these has the lowest charge? C4H7F2N

***

What did the second record say?
This record from the OMol25 dataset describes the molecule C4H7F2N at a distorted geometry. The level of theory is ωB97M-V/def2-TZVPD.

Properties
**SMILES**: C=C(C)C(N)(F)F
**ΔE to the lowest compared entry with this formula, charge and spin**: 23.0 kJ/mol
**2S+1**: 1
**E_tot**: -411.06543 Eh
**Charge**: 0
**HOMO level**: -9.81 eV

CARTESIAN COORDINATES (ANGSTROEM)
1 F -1.408 1.333 0.676
2 F -1.691 -0.848 0.272
3 N -1.177 0.467 -1.457
4 C -0.989 0.245 -0.094
5 C 1.215 0.449 1.261
6 C 0.457 -0.251 0.181
7 C 0.803 -1.273 -0.481
8 H -1.111 1.458 -1.699
9 H 1.709 -1.849 -0.308
10 H 1.892 -0.303 1.803
11 H 0.095 -1.662 -1.261
12 H 0.621 0.832 2.010
13 H 1.689 1.243 0.862
14 H -2.105 0.159 -1.764

The net atomic charges from natural (NBO), expressed in e, are: F -0.360; F -0.338; N -0.868; C 0.782; C -0.633; C -0.056; C -0.367; H 0.386; H 0.204; H 0.213; H 0.214; H 0.224; H 0.217; H 0.382

***

Among the records above, which one has the highest ΔE to the lowest compared entry with this formula, charge and spin? C45H40FeN14OS2Se